13
Properties=species:S:1:pos:R:3:forces:R:3 method="wB97M-V/def2-TZVPD" lumo_ev=0.80 relative_energy_kcal_mol=21.3 max_force_ev_per_a=1.49
C -2.1413 1.7489 1.3401 1.032 -1.052 0.215
O -2.3156 2.9220 1.3093 -0.365 0.971 -0.005
H -1.5400 1.2579 2.1408 -0.298 0.144 -0.032
H -2.4579 1.0748 0.5321 -0.336 -0.071 -0.176
C 1.0397 -1.8701 -0.8021 0.200 0.086 -0.275
C 0.6072 -0.4118 -0.7026 0.758 0.404 0.271
S 1.7009 0.4760 0.4850 -0.109 -0.153 -0.072
H 0.1887 -2.4998 -1.0575 0.061 -0.054 -0.092
H 1.4549 -2.2276 0.1352 -0.116 -0.053 0.259
H 1.8333 -2.0110 -1.5454 -0.249 0.098 0.067
H 0.7178 0.1339 -1.6331 -0.179 -0.226 -0.260
H -0.4037 -0.3075 -0.3501 -0.421 -0.099 0.075
H 1.3160 1.7145 0.1484 0.021 0.005 0.025

19
Properties=species:S:1:pos:R:3:forces:R:3 method="wB97M-V/def2-TZVPD" lumo_ev=-1.07 relative_energy_kcal_mol=168.6 max_force_ev_per_a=3.90
C -1.4238 -0.5769 -1.8009 1.390 2.824 -2.301
O -2.4098 1.5989 1.7806 -0.093 1.838 0.023
O -2.6281 3.5096 -0.0362 -0.275 -0.139 0.077
O -0.4011 0.3449 0.8105 -0.578 -0.245 1.239
O 2.1302 -3.1940 1.8801 -1.188 -2.149 -0.850
O 1.3530 -2.0955 1.5234 1.369 1.384 0.948
O 1.6889 -1.6211 0.2407 -0.458 -0.579 -0.919
O 2.8614 -0.8991 0.1673 0.549 -0.411 0.361
O 2.6237 0.5201 0.3041 -0.641 -0.540 1.604
O 2.3538 1.0282 -0.8628 -0.375 0.727 -1.771
O 0.8883 0.8612 -1.2410 1.652 -0.405 -0.631
P -2.1079 0.2481 0.9528 1.489 -0.124 -1.293
P -1.9286 3.1437 1.1932 -0.221 0.047 1.348
P -1.9844 1.0948 -1.1756 -0.943 -0.507 -1.010
P -0.0959 1.6081 -0.2248 -0.343 -0.226 1.116
H -1.1368 -0.3713 -2.9248 -0.779 -1.103 2.232
H -2.1944 -1.2113 -1.5565 -2.148 -1.681 -0.502
H -0.6169 -0.9305 -1.2273 1.367 -0.453 0.268
H 3.0283 -3.0581 2.1972 0.227 1.740 0.061

9
Properties=species:S:1:pos:R:3:forces:R:3 method="wB97M-V/def2-TZVPD" lumo_ev="0.21 / -1.01" relative_energy_kcal_mol=59.4 max_force_ev_per_a=1.37
C 2.2244 -2.6687 -0.0627 -0.988 -0.418 -0.848
C -0.7419 0.6788 -0.3153 0.238 -0.088 -0.116
O 1.9691 -3.8121 -0.0428 0.328 0.374 0.238
P 0.8081 0.3342 -1.2650 -0.372 -0.100 -0.005
Br 2.2459 0.7377 0.3511 0.315 0.172 0.286
H 2.9325 -2.0727 0.5219 0.519 0.117 0.505
H -1.5663 0.7484 -1.0255 -0.027 -0.037 -0.023
H -0.6667 1.6153 0.2401 0.015 -0.041 -0.059
H -0.9439 -0.1323 0.3857 -0.028 0.021 0.022

195
Properties=species:S:1:pos:R:3:forces:R:3 method="wB97M-V/def2-TZVPD" lumo_ev=0.47 relative_energy_kcal_mol=197.6 max_force_ev_per_a=5.28
C -0.9396 2.9099 0.0172 -0.357 -0.297 1.633
C -0.8127 1.9692 -1.1099 0.073 1.419 -1.126
O -0.8236 0.6676 -0.6708 -0.440 -3.561 1.085
C 0.1388 0.0464 0.0358 2.527 2.179 -1.141
O 1.1073 0.5754 0.5452 -0.627 0.623 0.360
O 0.0655 -1.2315 -0.1316 -0.766 -4.103 -0.522
C 1.1753 -2.1682 0.2293 0.913 1.889 0.579
H -1.7842 2.5371 0.5967 -0.506 0.210 -0.051
H -1.1336 3.9536 -0.2301 0.495 -0.084 -0.002
H -0.1257 2.6907 0.7083 0.413 0.916 -0.123
H 0.0743 2.1358 -1.7210 0.197 0.116 -0.084
H -1.7024 2.0512 -1.7342 0.100 -0.072 -0.313
H 1.8822 -1.5498 0.7825 -0.181 -0.159 0.500
H 1.8177 -2.4911 -0.5899 -1.011 0.239 -0.705
H 0.9317 -3.0675 0.7950 -0.958 0.517 0.099
C -5.3770 1.6406 -0.5373 0.889 0.093 0.505
C -4.5489 0.3774 -0.6894 -0.807 -0.371 0.031
O -3.6601 0.2626 0.4617 0.394 0.557 -0.035
C -3.7428 -0.7359 1.3177 -2.259 -2.407 0.415
O -4.4137 -1.7590 1.1802 1.142 1.565 -0.164
O -3.0872 -0.4753 2.4649 0.978 2.299 -1.095
C -3.1251 -1.4324 3.4470 -1.479 -3.688 1.218
H -5.9080 1.6204 0.4144 -0.237 -0.147 -0.093
H -6.0740 1.7426 -1.3691 0.107 0.106 0.036
H -4.6844 2.4797 -0.4716 -0.207 0.263 -0.310
H -3.9593 0.3712 -1.6061 0.301 0.170 0.246
H -5.2625 -0.4423 -0.7730 0.453 -0.450 0.443
H -2.8578 -2.4198 3.0708 0.495 0.027 -0.330
H -4.1315 -1.6687 3.7926 -0.560 0.539 -0.276
H -2.6174 -1.3660 4.4093 0.831 1.459 -0.569
C -4.7735 0.1237 -8.2093 0.786 0.355 0.258
C -3.6541 1.0947 -7.7402 -0.864 -2.065 0.076
O -3.4116 0.7765 -6.3182 1.236 -0.486 0.198
C -2.3638 -0.0217 -5.8539 1.073 0.464 -3.001
O -1.4367 -0.4797 -6.5456 -2.472 1.263 1.575
O -2.4903 -0.1575 -4.5394 1.190 -0.666 0.076
C -1.2237 -0.4894 -3.8490 -0.168 0.129 0.846
H -4.9799 0.3576 -9.2538 -0.411 0.013 0.039
H -5.6299 0.2664 -7.5503 -0.217 0.110 -0.312
H -4.5197 -0.9347 -8.1509 0.361 0.080 0.037
H -4.0981 2.0832 -7.8581 0.513 0.214 0.797
H -2.7947 1.0311 -8.4076 0.331 -0.111 0.629
H -1.4766 -0.7381 -2.8183 -0.452 0.785 0.042
H -0.5665 0.3777 -3.9147 -0.177 0.070 0.132
H -0.6010 -1.3563 -4.0698 -0.661 -0.198 -1.472
C 3.5186 -1.5822 3.0784 1.191 -0.677 -1.413
C 4.4210 -2.7752 2.5528 -2.053 1.468 1.134
O 4.2981 -3.8149 3.5365 0.835 -0.887 0.276
C 3.2651 -4.6502 3.4605 -0.812 1.269 -1.230
O 2.4491 -4.5708 2.5288 1.033 -1.149 2.090
O 3.2809 -5.4300 4.5680 -0.270 0.194 -1.365
C 2.2792 -6.4350 4.6534 -1.917 -0.635 -0.060
H 3.7166 -0.8061 2.3390 -0.237 0.433 0.188
H 3.8163 -1.2246 4.0640 0.032 -0.124 -0.088
H 2.4523 -1.8030 3.0301 0.264 -0.298 0.113
H 5.4518 -2.4273 2.4855 -0.002 -0.518 0.282
H 4.0538 -3.0965 1.5781 0.132 -0.193 0.096
H 2.6291 -7.3987 5.0237 0.676 0.378 -0.105
H 1.6965 -6.6132 3.7497 0.767 0.104 -0.610
H 1.4375 -6.1619 5.2898 0.419 0.565 0.623
C -7.0064 3.0970 -6.0916 0.304 0.150 1.617
C -5.7713 2.8102 -5.1673 -0.261 -1.337 -2.353
O -5.5010 3.9343 -4.3395 1.010 -0.409 0.920
C -4.5024 3.9781 -3.3857 1.637 -4.853 -0.537
O -3.6862 3.0616 -3.0181 -3.285 3.281 -1.737
O -4.5574 5.1660 -2.9102 -0.712 1.729 0.330
C -3.6020 5.6035 -1.9876 1.710 -0.214 0.538
H -6.9708 4.0798 -6.5617 0.044 0.049 0.256
H -7.8488 3.0044 -5.4062 -0.464 0.417 -0.405
H -7.1560 2.3707 -6.8905 0.420 -0.250 0.205
H -4.9865 2.4987 -5.8566 0.830 0.929 0.413
H -5.9396 1.8440 -4.6916 -0.210 0.393 1.026
H -3.8106 5.3177 -0.9566 -0.600 0.268 -0.040
H -3.4533 6.6738 -2.1307 -0.385 -0.113 0.211
H -2.6444 5.1167 -2.1722 0.080 -0.037 -0.309
C -1.3489 3.9252 3.2994 -1.858 -0.855 1.698
C -1.3322 2.5621 4.1639 1.488 2.249 -2.382
O -2.4452 2.3723 5.0560 -0.061 -0.915 -0.671
C -2.4128 2.8389 6.2838 -0.254 3.293 1.306
O -1.5373 3.5579 6.7444 -0.709 -1.530 -0.160
O -3.6538 2.6885 6.8979 1.662 -0.656 -1.640
C -3.8722 3.1795 8.2007 -0.615 -0.282 1.104
H -2.1927 3.8463 2.6139 0.075 0.126 -0.196
H -0.4444 4.1546 2.7360 0.104 -0.365 0.328
H -1.6113 4.7130 4.0055 0.348 0.369 -0.151
H -0.3220 2.5957 4.5717 -0.516 -0.488 1.029
H -1.3320 1.8485 3.3399 -0.600 -0.748 0.873
H -3.1946 2.8083 8.9697 0.444 -0.093 -0.374
H -4.8479 2.7688 8.4603 -0.040 -0.004 -0.045
H -3.9662 4.2559 8.3443 0.386 0.149 -0.716
C -0.9616 -5.4895 -0.0770 0.378 0.111 0.421
C -0.4273 -5.9464 1.2389 -0.434 -1.936 0.844
O -1.2806 -5.3623 2.2768 0.511 0.288 -0.105
C -1.5253 -5.8939 3.4674 1.168 -1.292 2.561
O -1.2556 -7.0284 3.9122 -0.842 2.942 -1.661
O -2.0136 -4.8574 4.2505 -0.447 -1.039 -0.946
C -2.4396 -5.0961 5.5980 0.704 0.024 1.151
H -2.0101 -5.7703 -0.1766 0.107 0.203 -0.209
H -0.3376 -5.9692 -0.8311 -0.196 0.146 -0.298
H -0.8072 -4.4105 -0.0790 -0.391 0.070 -0.550
H 0.6485 -5.7909 1.3197 -0.165 1.120 0.718
H -0.4511 -7.0305 1.3500 -0.575 -0.200 -0.023
H -1.6638 -5.6119 6.1639 0.082 -0.255 -0.231
H -3.3815 -5.6011 5.8123 -0.084 -0.377 -1.064
H -2.5370 -4.1407 6.1136 0.172 0.231 -0.643
C 2.0348 7.8469 2.4351 -1.061 0.815 1.109
C 2.4007 6.3870 2.8791 -1.010 2.398 -1.477
O 3.0661 5.7910 1.8087 1.793 -1.726 -3.240
C 2.5533 5.4978 0.5409 0.359 1.398 1.702
O 1.3945 5.4857 0.2473 -0.518 -0.246 0.186
O 3.5576 5.3406 -0.3271 0.817 0.039 1.563
C 3.2042 4.9826 -1.6532 -1.246 -0.214 0.368
H 2.6163 8.3933 1.6926 0.458 -1.060 -0.486
H 2.1774 8.5472 3.2582 -0.066 -0.242 0.594
H 0.9911 8.0230 2.1748 -0.074 -0.487 -0.233
H 1.5477 5.7552 3.1267 -0.040 0.402 0.542
H 3.1253 6.5686 3.6729 -0.027 -1.014 0.009
H 2.3577 5.6113 -1.9292 0.421 0.276 -0.576
H 2.7640 3.9858 -1.6266 0.389 -0.274 -0.203
H 4.0982 5.0464 -2.2735 -0.292 0.102 0.140
C 3.9995 2.3301 1.7709 -2.455 -0.948 -0.351
C 4.1169 3.1558 3.0359 2.661 1.441 -2.182
O 3.0810 3.1537 3.9758 0.208 -0.371 -0.354
C 3.0047 2.2503 4.9725 2.436 -0.887 -1.726
O 3.7550 1.3159 5.1789 -0.581 0.784 -0.185
O 1.9740 2.6200 5.6212 -2.083 0.282 0.389
C 1.6501 2.0076 6.8232 -0.632 0.272 2.481
H 4.4729 2.5777 0.8208 1.518 0.339 0.779
H 3.0185 2.4731 1.3179 -0.900 -0.184 0.595
H 4.0412 1.2638 1.9934 0.306 0.004 -0.249
H 4.2095 4.1853 2.6903 -0.562 0.065 0.228
H 5.1535 3.0232 3.3456 -0.279 -0.631 1.413
H 0.5693 1.9423 6.9490 0.067 -0.147 -0.558
H 1.9379 2.7477 7.5699 0.228 -0.246 0.411
H 2.1070 1.0468 7.0603 0.169 0.135 -0.602
C 6.4062 -7.7680 -4.1249 -0.395 -0.621 0.960
C 5.3760 -8.6404 -3.3358 2.134 1.180 -0.363
O 4.2404 -7.8204 -2.8977 -0.815 -1.551 -1.435
C 4.3293 -7.0501 -1.8556 2.127 0.579 3.344
O 5.3883 -6.9008 -1.2145 -2.850 0.299 -1.243
O 3.0852 -6.5207 -1.5025 2.109 -2.737 -2.642
C 2.9714 -5.6033 -0.4799 0.441 1.187 0.543
H 5.8478 -7.1248 -4.8050 0.351 -0.130 -0.267
H 7.0845 -8.4730 -4.6056 -0.228 0.075 -0.583
H 7.0804 -7.1810 -3.5012 -0.491 0.214 0.271
H 5.9162 -9.1795 -2.5576 -0.452 0.624 0.806
H 5.1583 -9.4656 -4.0138 -1.587 0.508 -0.017
H 2.6886 -6.0445 0.4759 -0.209 -0.087 -0.179
H 2.2228 -4.9341 -0.9041 -0.155 0.366 0.791
H 3.9132 -5.0797 -0.3157 0.034 0.139 -0.006
C 0.5064 4.5045 -3.5576 1.070 -0.313 0.410
C -0.4565 3.8502 -4.4684 -0.751 0.205 -1.366
O 0.2435 3.8325 -5.7611 -0.410 -0.124 -1.190
C -0.4305 3.5603 -6.9232 -4.003 -1.718 2.296
O -1.6625 3.3221 -6.9695 3.079 1.120 -0.099
O 0.4084 3.4003 -7.8887 1.958 0.854 -1.624
C 0.0174 3.0962 -9.2569 -1.378 -1.151 0.942
H 0.0897 4.9442 -2.6515 -0.183 -0.002 -0.141
H 1.0680 5.2328 -4.1428 -0.022 0.223 0.313
H 1.1905 3.7109 -3.2572 0.378 0.292 0.212
H -1.3693 4.4381 -4.5652 -0.163 -0.346 -0.179
H -0.6584 2.8246 -4.1596 -0.364 0.068 -0.229
H -0.8584 3.6518 -9.5921 0.352 0.546 0.161
H -0.3523 2.0718 -9.2110 0.148 -0.204 -0.177
H 0.8541 3.1250 -9.9549 0.111 0.469 0.628
C 3.3607 -2.0610 -2.5403 0.655 1.310 -0.350
C 3.3152 -3.0536 -3.6558 -0.481 0.321 -1.137
O 2.4404 -2.5039 -4.7738 1.325 -1.209 2.184
C 2.9486 -2.3958 -6.0153 2.045 -0.321 1.513
O 4.1309 -2.2913 -6.3231 -2.058 -0.137 0.214
O 1.8821 -2.4502 -6.7611 -0.612 0.336 -1.033
C 2.0413 -2.0935 -8.0950 -1.036 0.390 -2.512
H 2.3744 -1.6561 -2.3135 -0.091 -0.455 0.158
H 3.9270 -1.1686 -2.8070 0.230 -0.012 -0.194
H 3.8699 -2.4780 -1.6714 -0.283 -0.133 0.134
H 2.9075 -3.9626 -3.2135 -0.763 -0.167 -0.771
H 4.2743 -3.3535 -4.0781 0.065 0.497 -0.026
H 2.5890 -2.8142 -8.7022 0.668 0.165 0.450
H 2.3052 -1.0545 -8.2919 0.952 -0.079 0.599
H 1.0758 -2.0812 -8.6006 -0.540 -0.449 0.649
C 0.2961 -0.2723 3.8884 0.363 -1.061 -0.379
C 0.5604 -1.2429 5.0309 -1.002 0.142 0.694
O -0.0053 -0.5193 6.1919 -1.073 -2.314 2.749
C -0.6919 -1.3157 7.1403 -1.347 -2.272 -0.778
O -1.1952 -2.4653 6.9047 2.136 4.717 1.011
O -0.7857 -0.6580 8.3562 0.016 -0.598 -1.868
C -1.7724 -1.0498 9.3634 -0.178 0.369 -0.543
H -0.7526 -0.3600 3.6044 0.036 0.165 0.084
H 0.8728 -0.5753 3.0145 0.026 0.239 -0.067
H 0.5096 0.7701 4.1250 0.263 -0.352 0.145
H 1.5653 -1.5923 5.2680 0.417 0.992 -0.044
H 0.0543 -2.2050 4.9512 -0.598 0.240 -0.385
H -1.4422 -0.5882 10.2940 0.436 -0.511 -0.081
H -1.9753 -2.1195 9.4151 0.570 0.051 -0.003
H -2.7318 -0.5641 9.1850 0.013 0.072 -0.597